DFT (ωB97M-V/def2-TZVPD) results for a molecular structure, C5H32NO12 in a non-equilibrium geometry.

* total charge: -1
* max |F|: 2.71 eV/A
* HOMO: -0.20332 Eh
* ΔE to the lowest compared entry with this formula, charge and spin: 3.003 eV
* gap between HOMO and LUMO: 8.1748 eV
* energy: -31764.998 eV
* lowest unoccupied orbital energy: 2.64 eV

Each line ends with the Mulliken charge.
Atoms and positions in Å:
C (1.774, -2.590, -0.787)  -0.86
N (0.576, -2.382, -1.647)  -0.09
C (-0.271, -1.217, -1.324)  -0.79
O (0.445, -0.049, -1.573)  -0.40
C (1.627, -2.810, 0.702)  -0.41
C (1.237, -1.562, 1.556)  0.12
C (2.047, -0.282, 1.250)  -0.99
O (1.297, 0.662, 0.521)  -0.65
H (2.264, -1.611, -0.909)  0.25
H (2.452, -3.261, -1.319)  0.52
H (0.068, -3.276, -1.726)  0.10
H (-0.735, -1.276, -0.343)  0.10
H (-0.900, -1.159, -2.216)  0.72
H (0.782, 0.262, -0.559)  0.22
H (2.538, -3.134, 1.211)  0.36
H (0.870, -3.594, 0.853)  -0.02
H (0.188, -1.312, 1.366)  -0.02
H (1.057, -1.837, 2.600)  0.47
H (3.035, -0.389, 0.767)  0.46
H (2.357, 0.281, 2.161)  0.30
H (-1.715, -0.019, 3.159)  0.30
H (-0.483, -0.574, 3.601)  0.36
O (-1.413, -0.822, 3.560)  -0.69
H (-1.368, 1.103, -1.607)  0.30
H (-0.980, 1.764, -0.352)  0.37
O (-1.682, 1.776, -0.995)  -0.73
H (-4.588, 0.497, 1.337)  0.34
H (-4.701, 0.588, -0.213)  0.33
O (-5.264, 0.492, 0.586)  -0.67
H (1.647, 4.135, 0.794)  0.30
H (1.703, 2.643, 0.962)  0.40
O (1.924, 3.463, 1.431)  -0.70
H (1.292, 3.030, -1.903)  0.33
H (2.682, 3.672, -1.774)  0.27
O (1.846, 3.552, -1.253)  -0.63
H (-0.775, -4.939, -0.502)  0.32
H (-0.855, -4.924, 1.060)  0.34
O (-0.445, -5.380, 0.328)  -0.68
H (0.709, -0.805, -4.830)  0.25
H (1.003, -1.402, -3.460)  0.28
O (0.302, -0.983, -3.988)  -0.63
H (0.079, 1.214, 1.369)  0.12
H (0.281, 2.334, 2.497)  0.32
O (-0.352, 1.682, 2.128)  -0.69
H (-1.633, 2.418, 3.014)  0.45
H (-2.245, 3.784, 3.098)  0.28
O (-2.497, 2.865, 3.251)  -0.65
H (-0.315, 0.877, -3.249)  0.43
H (0.205, 1.387, -4.540)  0.25
O (-0.080, 1.721, -3.688)  -0.64

---

DFT (ωB97M-V/def2-TZVPD) results for 11 unconnected molecules or ions with the total composition C5H33N2O11 in a non-equilibrium geometry.

* total charge: +1
* max |F|: 2.25 eV/A
* HOMO: -0.49476 Eh
* ΔE to the lowest compared entry with this formula, charge and spin: 0.787 eV
* gap between HOMO and LUMO: 11.1339 eV
* energy: -31219.259 eV
* lowest unoccupied orbital energy: -2.33 eV

Each line ends with the Mulliken charge.
Atoms and positions in Å:
N (-0.692, -2.265, 0.345)  0.09
C (0.227, -1.224, -0.177)  0.45
C (1.707, -1.466, 0.061)  -0.77
C (2.451, -2.071, -1.154)  -0.59
C (2.204, -1.399, -2.495)  -1.14
C (-0.337, 0.107, 0.354)  -0.31
N (0.321, 1.237, 0.113)  0.30
O (-1.345, 0.132, 1.074)  -0.79
H (-0.408, -3.187, 0.014)  0.41
H (-0.614, -2.205, 1.362)  0.33
H (-1.663, -2.173, -0.038)  0.26
H (-0.077, -1.036, -1.213)  0.20
H (1.815, -2.016, 1.008)  0.40
H (2.143, -0.545, 0.472)  0.31
H (3.483, -1.870, -0.903)  0.38
H (2.322, -3.151, -1.118)  0.45
H (2.408, -2.204, -3.214)  0.32
H (2.903, -0.618, -2.803)  0.30
H (1.237, -0.979, -2.782)  0.31
H (-0.125, 2.083, 0.402)  0.35
H (1.142, 1.291, -0.473)  -0.10
H (-2.613, 3.030, 2.406)  0.29
H (-2.391, 1.611, 1.629)  0.38
O (-2.312, 2.583, 1.614)  -0.62
H (-4.072, 1.982, -2.262)  0.34
H (-3.117, 2.590, -1.169)  0.36
O (-3.145, 2.140, -2.051)  -0.77
H (-0.327, -1.660, 3.760)  0.35
H (-0.818, -3.126, 3.609)  0.28
O (-0.350, -2.425, 3.162)  -0.65
H (-3.373, -2.503, -1.362)  0.32
H (-2.690, -3.526, -2.137)  0.30
O (-2.627, -3.129, -1.272)  -0.65
H (2.292, 1.007, 2.083)  0.26
H (3.210, 0.299, 3.092)  0.28
O (2.416, 0.178, 2.562)  -0.59
H (3.098, 2.275, -0.503)  0.34
H (4.123, 2.348, 0.611)  0.32
O (3.175, 2.267, 0.464)  -0.59
H (-3.509, -0.551, -0.345)  0.34
H (-3.354, 0.384, -1.465)  0.34
O (-3.629, -0.537, -1.299)  -0.66
H (1.545, 2.805, -1.777)  0.33
H (2.446, 2.472, -2.967)  0.26
O (2.203, 2.166, -2.083)  -0.65
H (-0.550, 0.138, 4.815)  0.35
H (-1.782, 0.171, 3.850)  0.32
O (-1.356, -0.315, 4.566)  -0.71
H (-0.837, 2.913, -2.013)  0.31
H (-0.603, 4.412, -2.216)  0.31
O (-0.156, 3.558, -2.136)  -0.65

---

DFT (ωB97M-V/def2-TZVPD) results for 11 unconnected molecules or ions with the total composition C5H33N2O11 in a non-equilibrium geometry.

* total charge: +1
* max |F|: 2.66 eV/A
* HOMO: -0.48395 Eh
* ΔE to the lowest compared entry with this formula, charge and spin: 0.955 eV
* gap between HOMO and LUMO: 10.7634 eV
* energy: -31219.091 eV
* lowest unoccupied orbital energy: -2.41 eV

Each line ends with the Mulliken charge.
Atoms and positions in Å:
C (-0.366, -2.543, 1.499)  -0.28
O (-0.926, -1.268, 1.495)  -0.58
C (-0.279, -3.121, 0.059)  -0.89
C (0.842, -2.533, -0.755)  -0.84
C (0.880, -1.031, -1.054)  0.17
N (1.460, 1.665, -1.736)  -0.17
C (2.348, 0.860, -1.208)  -0.16
N (2.220, -0.444, -1.096)  -0.03
H (-0.973, -3.206, 2.138)  0.33
H (0.649, -2.519, 1.972)  0.29
H (-1.304, -1.001, 0.635)  0.17
H (-1.239, -2.932, -0.450)  0.32
H (-0.251, -4.217, 0.010)  0.42
H (1.809, -2.906, -0.321)  0.37
H (0.790, -3.041, -1.749)  0.31
H (0.328, -0.500, -0.288)  -0.02
H (0.428, -0.867, -2.050)  0.33
H (1.738, 2.670, -1.732)  0.41
H (0.445, 1.456, -1.700)  0.30
H (3.351, 1.232, -1.024)  0.43
H (2.881, -1.050, -0.621)  0.19
H (-0.003, 0.288, 4.373)  0.29
H (-0.318, -0.288, 2.914)  0.46
O (0.236, 0.325, 3.438)  -0.67
H (-0.174, 1.710, 1.259)  0.20
H (0.650, 1.859, 2.439)  0.37
O (0.312, 2.419, 1.707)  -0.71
H (3.518, -0.982, 2.318)  0.38
H (4.792, -1.212, 1.635)  0.31
O (3.844, -1.298, 1.441)  -0.60
H (-1.250, 0.468, -2.743)  0.23
H (-1.913, 1.694, -2.024)  0.35
O (-1.204, 1.038, -1.949)  -0.63
H (-4.693, 0.055, -2.220)  0.32
H (-3.545, -0.763, -1.480)  0.37
O (-4.283, -0.812, -2.114)  -0.74
H (-2.782, 3.408, -0.039)  0.24
H (-1.170, 3.417, -0.171)  0.26
O (-1.997, 2.943, -0.336)  -0.52
H (-2.766, -0.023, -4.738)  0.27
H (-3.171, -0.794, -3.485)  0.41
O (-2.397, -0.345, -3.908)  -0.69
H (0.987, 3.410, 0.363)  0.42
H (1.774, 4.673, -0.120)  0.30
O (1.326, 3.879, -0.426)  -0.61
H (1.894, 0.079, 3.436)  0.44
H (2.767, -0.897, 4.334)  0.31
O (2.815, -0.154, 3.726)  -0.75
H (-2.140, 0.853, -0.326)  0.38
H (-3.276, 0.268, 0.696)  0.22
O (-2.665, 0.080, -0.021)  -0.68

---

DFT (ωB97M-V/def2-TZVPD) results for 12 unconnected molecules or ions with the total composition C5H33NO12 in a non-equilibrium geometry.

* total charge: 0
* max |F|: 6.44 eV/A
* HOMO: -0.33575 Eh
* ΔE to the lowest compared entry with this formula, charge and spin: 4.711 eV
* gap between HOMO and LUMO: 9.0568 eV
* energy: -31778.831 eV
* lowest unoccupied orbital energy: -0.08 eV
* SMILES string: CCCNC(C)=O.O.O.O.O.O.O.O.O.O.O.O

Each line ends with the Mulliken charge.
Atoms and positions in Å:
C (-1.070, -0.602, -0.075)  0.31
C (0.280, -0.036, 0.115)  1.75
C (0.544, 1.082, -0.958)  -1.30
N (0.706, 0.522, -2.301)  0.28
C (1.976, 0.212, -2.729)  0.36
C (3.154, 0.343, -1.763)  -0.69
O (2.208, -0.313, -3.799)  -0.66
H (-1.293, -1.007, -1.090)  0.37
H (-1.294, -1.469, 0.517)  -0.67
H (-1.939, 0.068, 0.226)  -0.09
H (0.550, 0.480, 1.133)  0.77
H (1.098, -0.767, -0.002)  -0.97
H (-0.414, 1.548, -0.879)  0.94
H (1.385, 1.818, -0.769)  -0.29
H (-0.177, 0.367, -2.775)  0.20
H (3.064, -0.277, -0.872)  0.07
H (3.325, 1.411, -1.429)  0.27
H (3.992, 0.009, -2.426)  0.33
O (0.566, -3.957, 0.854)  -0.75
H (-0.185, -3.394, 0.865)  0.52
H (0.776, -4.089, -0.082)  0.32
O (-2.266, 0.160, -3.412)  -0.68
H (-2.710, 0.994, -3.221)  0.31
H (-2.968, -0.481, -2.948)  0.34
O (1.232, -2.663, -1.569)  -0.71
H (1.483, -2.472, -2.530)  0.29
H (0.988, -1.893, -1.026)  -0.07
O (-0.801, 0.232, 3.025)  -0.78
H (-0.023, 0.615, 3.719)  0.38
H (-0.447, -0.363, 2.379)  0.39
O (-2.578, 1.597, 1.596)  -0.63
H (-1.845, 1.210, 2.093)  0.43
H (-3.383, 1.768, 2.152)  0.25
O (-1.980, 3.535, -0.133)  -0.77
H (-2.665, 3.113, -0.708)  0.37
H (-2.158, 2.946, 0.704)  0.43
O (-3.653, 1.568, -0.933)  -0.69
H (-2.926, 1.264, -0.338)  0.00
H (-4.455, 1.348, -0.433)  0.31
O (1.829, 3.345, 0.817)  -0.58
H (1.814, 3.809, 1.623)  0.25
H (2.054, 3.898, -0.012)  0.29
O (2.157, 0.097, 2.722)  -0.58
H (2.824, 0.783, 2.578)  0.31
H (2.319, -0.639, 2.263)  0.30
O (2.589, -2.242, 1.085)  -0.60
H (3.148, -2.544, 1.786)  0.29
H (1.937, -2.815, 0.863)  0.29
O (-2.158, -2.732, 2.355)  -0.59
H (-1.568, -2.859, 1.678)  0.09
H (-3.046, -2.527, 2.064)  0.27

---

Q: What is the formula in the fourth record?
A: C5H33NO12